This record from OMol25 describes a cluster of 3 separate species, C12H22FN2O10PS in total in a non-equilibrium geometry. The level of theory is ωB97M-V/def2-TZVPD.

HOMO-LUMO gap in eV: 9.336
HOMO energy in eV: -9.159
SMILES: N=[PH2][C@H]1OS(=O)(=O)O[C@@H]1C(=O)NC(=O)F.CCOC(C)=O.CCOC(C)=O
E_tot in Eh: -2171.6933

Atoms and positions in Å:
1 N 1.1258 0.9090 -0.4056
2 P 0.3130 1.7217 -1.5028
3 C -1.0894 2.7317 -0.7583
4 O -0.6218 4.0912 -1.0002
5 S -1.8690 5.1606 -1.1271
6 O -1.9801 5.6595 0.2055
7 O -1.7416 6.1659 -2.1219
8 O -2.9641 4.0657 -1.6203
9 C -2.4869 2.7082 -1.4344
10 C -3.6733 2.0517 -0.6576
11 O -4.0327 2.5217 0.3575
12 N -4.3586 0.8542 -1.1401
13 C -5.6992 1.0775 -1.4125
14 O -6.5539 0.3234 -1.2023
15 F -6.0344 2.2668 -1.9967
16 H 2.0938 1.2595 -0.4339
17 H 1.2079 2.6297 -2.1242
18 H -0.1893 0.7916 -2.4583
19 H -1.0951 2.6270 0.3461
20 H -2.5707 2.2651 -2.4492
21 H -4.2345 0.1392 -0.4105
22 C 6.2046 -2.6819 -0.0230
23 C 5.0085 -2.1919 0.7674
24 O 4.8781 -0.7687 0.6856
25 C 4.2510 -0.1261 -0.3122
26 C 3.8914 -0.8852 -1.5638
27 O 4.0496 1.0584 -0.2231
28 H 6.1031 -2.4597 -1.0860
29 H 6.3268 -3.7596 0.0941
30 H 7.1137 -2.1853 0.3195
31 H 4.0809 -2.6857 0.4717
32 H 5.1568 -2.4183 1.8233
33 H 4.6907 -0.7642 -2.2954
34 H 2.9698 -0.4650 -1.9637
35 H 3.7027 -1.9437 -1.3999
36 C -1.6872 -2.6158 3.6681
37 C -2.4028 -2.9914 2.3874
38 O -2.7921 -1.8255 1.6477
39 C -1.9952 -1.1761 0.7981
40 C -0.5227 -1.4800 0.7833
41 O -2.4616 -0.2987 0.1014
42 H -0.7614 -2.0749 3.4683
43 H -1.4477 -3.5074 4.2488
44 H -2.3139 -1.9591 4.2735
45 H -1.8182 -3.6702 1.7646
46 H -3.3279 -3.5136 2.6303
47 H -0.0066 -0.7791 1.4386
48 H -0.1539 -1.3517 -0.2320
49 H -0.2824 -2.5006 1.0740

Cartesian forces, eV/Å:
-0.166 0.728 -0.780
1.545 -1.585 1.700
-0.141 1.245 -0.520
-0.786 0.433 -1.114
0.736 0.385 1.429
-0.971 -0.783 -0.214
0.273 -1.071 -0.630
1.484 0.608 0.720
-1.977 -0.872 -0.973
0.814 -0.777 -0.088
-0.186 1.005 1.391
-0.041 1.558 -0.685
0.715 0.873 -0.210
-1.884 -1.933 0.415
1.337 -0.187 0.191
-0.415 -0.219 0.411
-0.958 0.113 -0.416
-0.545 0.876 -0.102
-0.219 -0.504 -0.672
0.852 0.190 0.462
-0.073 0.125 -0.586
0.062 0.085 -0.154
0.159 -0.200 -0.176
-0.095 0.239 0.448
0.064 -0.005 -0.419
-0.457 -0.264 0.026
0.283 -0.170 0.213
-0.063 -0.083 0.011
-0.007 0.026 0.017
-0.050 -0.054 0.082
0.014 0.067 -0.082
-0.051 0.229 0.005
0.009 -0.013 0.045
0.132 0.161 0.020
0.195 -0.030 -0.034
0.108 0.206 0.000
0.228 -0.149 0.323
-0.562 0.110 -0.333
0.667 -0.017 0.270
-0.075 -0.604 -0.356
0.161 -0.274 0.391
0.027 -0.099 -0.021
-0.034 0.006 -0.027
-0.048 -0.100 -0.015
0.046 0.121 -0.038
-0.088 0.193 -0.162
0.020 0.053 -0.149
0.043 0.322 0.164
-0.080 0.037 0.224

***

This record from OMol25 describes the ion C12H22N with charge +1 in a non-equilibrium geometry. The level of theory is ωB97M-V/def2-TZVPD.

Net charge: +1
HOMO-LUMO gap in eV: 9.117
ΔE to the lowest compared entry with this formula, charge and spin in kJ/mol: 284.0
HOMO energy in eV: -11.826
SMILES: CC(C)=C/C=C(/C)[N@@H+](C)C=C(C)C
E_tot in Eh: -524.8288

Atoms and positions in Å:
1 C 3.9146 -1.1547 1.1941
2 C 3.1963 -0.0930 0.3877
3 C 4.1326 0.8397 -0.3651
4 C 1.8508 -0.0808 0.2862
5 C 1.0373 0.8714 -0.4779
6 C -0.2848 1.1956 -0.4604
7 C -0.9536 2.1760 -1.3160
8 N -1.1114 0.6512 0.5932
9 C -1.0276 1.6738 1.7178
10 C -2.4236 0.1536 0.1475
11 C -2.6295 -1.0496 -0.3698
12 C -4.1423 -1.4819 -0.3802
13 C -1.7993 -2.1775 -1.0071
14 H 3.3971 -1.8914 1.6272
15 H 4.4915 -0.6641 1.9584
16 H 4.7112 -1.5282 0.5626
17 H 3.8313 1.9430 -0.4082
18 H 4.2081 0.5803 -1.5193
19 H 5.1385 0.6270 0.0119
20 H 1.2569 -0.8976 0.7946
21 H 1.5777 1.3947 -1.2710
22 H -1.5529 1.7314 -2.1678
23 H -0.2644 2.7439 -1.9774
24 H -1.6272 2.7634 -0.7535
25 H -0.5954 -0.0888 1.0034
26 H -0.0126 2.0684 1.7639
27 H -1.7442 2.4627 1.5250
28 H -1.2442 1.2169 2.8153
29 H -3.2035 0.8362 0.3765
30 H -4.7935 -0.7556 0.1494
31 H -4.2350 -1.6335 -1.4574
32 H -4.1117 -2.4256 0.0601
33 H -2.3704 -2.5001 -1.7930
34 H -1.7123 -2.9930 -0.3904
35 H -0.6554 -1.9112 -1.2930

Cartesian forces, eV/Å:
2.188 3.417 -2.054
-0.532 -0.332 -0.439
-0.351 0.355 -2.167
-1.299 -0.627 0.725
-0.450 0.513 -1.022
2.884 -0.752 -0.643
0.006 -0.555 -3.160
0.586 0.919 0.595
-1.215 -0.755 2.869
0.789 -0.525 0.666
-1.482 -0.833 0.277
2.316 2.208 -1.217
3.719 4.110 0.916
-2.364 -2.736 1.303
0.149 0.449 0.621
0.047 -0.568 -0.298
0.610 -1.547 0.608
-0.373 0.109 2.237
-0.129 0.792 -0.045
0.891 0.801 -0.260
-0.068 -0.003 0.232
0.162 -0.150 1.221
-0.073 0.103 1.197
-0.590 1.137 0.406
0.506 -1.413 0.128
-0.172 -0.168 -0.306
-0.025 0.104 0.026
0.191 0.710 -2.850
-0.609 0.277 0.323
0.241 -0.672 -0.764
-1.335 0.163 0.120
-0.475 -1.607 0.960
-0.942 -0.677 -2.464
0.069 -1.905 1.899
-2.870 -0.342 0.362

***

This record from OMol25 describes a structure of composition C12H22N2PbS4Se3Te. The level of theory is ωB97M-V/def2-TZVPD.

HOMO-LUMO gap in eV: 6.486
ΔE to the lowest compared entry with this formula, charge and spin in kJ/mol: 0.0
HOMO energy in eV: -6.322
E_tot in Eh: -9837.9486

Atoms and positions in Å:
1 Pb 0.2665 -0.0997 -0.5762
2 C -0.9002 -1.7186 3.8164
3 C -2.2614 -1.0407 3.7297
4 S -2.7614 -0.6785 2.0095
5 C -3.8066 0.7967 2.2921
6 C -3.8262 1.7535 1.1046
7 S -2.2081 2.2631 0.4420
8 C -1.5253 3.0917 1.9113
9 C -0.0790 3.5278 1.7192
10 S 1.1936 2.2328 1.5201
11 C 1.4401 1.6930 3.2476
12 C 0.4512 0.6996 3.8366
13 S 0.4680 -0.8888 2.9513
14 H -0.9224 -2.7087 3.3604
15 H -0.6167 -1.8211 4.8649
16 H -2.2640 -0.0988 4.2783
17 H -3.0101 -1.6989 4.1723
18 H -3.4321 1.2948 3.1865
19 H -4.8261 0.4596 2.4837
20 H -4.3722 2.6568 1.3808
21 H -4.3180 1.3007 0.2434
22 H -1.6109 2.4105 2.7554
23 H -2.1368 3.9767 2.1025
24 H 0.2267 4.1354 2.5724
25 H 0.0180 4.1232 0.8104
26 H 1.4523 2.5960 3.8600
27 H 2.4405 1.2587 3.2378
28 H -0.5614 1.0963 3.8009
29 H 0.7238 0.5050 4.8767
30 Se 2.3792 -1.8485 -0.7493
31 Se 2.2104 -2.3603 -3.0386
32 Te 2.3691 -0.1124 -4.1203
33 Se 0.3082 0.9602 -3.1083
34 C -2.1832 -5.3671 -1.4596
35 N -2.0594 -3.9251 -1.5122
36 C -3.0444 -3.0291 -1.8454
37 C -2.4883 -1.7915 -1.7294
38 N -1.1874 -1.9231 -1.3281
39 C -0.9570 -3.2113 -1.2124
40 H -3.1697 -5.6541 -1.8132
41 H -2.0569 -5.7233 -0.4373
42 H -1.4284 -5.8355 -2.0894
43 H -4.0318 -3.3437 -2.1332
44 H -2.9173 -0.8209 -1.9113
45 H -0.0097 -3.6434 -0.9284

Cartesian forces, eV/Å:
-0.084 -0.074 0.045
0.309 0.218 -0.227
-0.227 -0.032 -0.338
0.096 0.221 0.107
0.102 -0.377 -0.085
0.431 0.078 -0.120
-0.028 0.111 0.178
-0.126 -0.180 -0.211
0.186 -0.293 -0.126
-0.209 0.265 0.542
0.003 0.046 -0.366
-0.073 -0.281 -0.182
-0.006 0.136 0.141
-0.071 -0.046 0.095
-0.090 -0.144 0.022
0.007 -0.042 0.051
0.049 0.053 0.152
-0.055 0.037 -0.003
-0.027 0.152 0.094
-0.145 -0.068 -0.022
-0.104 0.003 0.050
0.008 0.074 0.056
0.028 0.008 0.109
-0.011 0.118 -0.074
-0.030 0.117 0.066
0.130 -0.036 0.061
0.038 0.058 0.131
0.030 0.060 0.072
-0.051 0.089 0.038
0.125 0.001 -0.130
-0.051 0.042 -0.054
-0.121 -0.019 0.254
0.148 -0.084 -0.204
0.110 -0.164 0.044
0.052 0.096 0.003
-0.137 0.169 -0.047
-0.041 -0.047 0.024
-0.038 -0.272 -0.091
0.004 0.023 0.041
0.010 0.023 -0.018
-0.041 0.014 -0.018
-0.038 0.019 -0.028
0.003 -0.038 -0.005
-0.067 -0.025 -0.048
0.002 -0.009 0.018

***

This record from OMol25 describes a structure of composition C12H22N3O5PYb in a non-equilibrium geometry. The level of theory is ωB97M-V/def2-TZVPD.

Net charge: +3
HOMO-LUMO gap (alpha / beta) in eV: 5.587 / 1.606
ΔE to the lowest compared entry with this formula, charge and spin in kJ/mol: 567.1
HOMO energy (alpha / beta) in eV: -16.878 / -16.877
⟨S²⟩: 0.752
Multiplicity: 2
E_tot in Eh: -2509.7075

Atoms and positions in Å:
1 Yb 0.0164 0.0004 -2.0531
2 O 0.1586 3.3914 -1.4403
3 C 0.0995 2.2808 -1.6955
4 C -0.0612 -2.2827 -1.9450
5 O -0.1493 -3.4098 -1.7636
6 C 2.2489 -0.0729 -2.0726
7 O 3.4240 -0.1143 -2.0408
8 C -2.2791 0.1863 -2.0616
9 O -3.4170 0.1903 -1.9096
10 C 0.0334 0.6845 -7.0208
11 H -0.8792 1.2950 -7.0332
12 H 1.0002 1.2047 -7.0129
13 C -0.0316 -0.6783 -7.0792
14 H 0.8812 -1.2875 -7.1182
15 H -0.9976 -1.1971 -7.1387
16 C -1.7636 -1.6955 0.5512
17 N -1.3417 -1.0943 1.8236
18 C -1.3809 -2.0576 2.8997
19 P 0.1551 -0.0200 1.6667
20 O 0.0300 0.0853 0.1464
21 N -0.4108 1.0693 2.7579
22 C -0.2329 2.4077 2.1603
23 C -1.7789 0.9085 3.2853
24 N 1.8349 0.4655 1.7348
25 C 2.3833 0.7985 3.0134
26 C 2.7582 -0.3451 0.9852
27 H -2.7854 -2.1242 0.5863
28 H -0.9911 -2.4314 0.2661
29 H -1.7964 -0.9082 -0.2316
30 H -0.6549 -2.8244 2.6163
31 H -1.1123 -1.5714 3.8467
32 H -2.4147 -2.4446 2.9414
33 H -0.8745 2.4467 1.2632
34 H -0.5920 3.1265 2.9075
35 H 0.8153 2.6204 1.8923
36 H -2.4443 0.8103 2.4188
37 H -1.8792 0.0145 3.8994
38 H -1.9828 1.8304 3.8874
39 H 2.3636 -0.1435 3.5461
40 H 3.4005 1.1714 2.8290
41 H 1.7496 1.5330 3.4842
42 H 2.8328 -1.3512 1.3815
43 H 2.3439 -0.6077 0.0093
44 H 3.7222 0.1404 0.8164

Cartesian forces, eV/Å:
-0.798 0.286 1.421
-0.182 -3.198 -0.620
0.337 5.661 0.902
-0.312 -6.422 0.511
0.394 3.559 -0.741
10.024 -0.230 -0.243
-6.531 0.294 -0.449
-6.682 0.313 0.259
3.922 0.084 -0.583
0.131 2.816 -0.254
0.325 -0.180 0.014
-0.339 -0.146 0.006
-0.131 -2.810 -0.477
-0.326 0.181 0.019
0.340 0.149 0.027
0.434 0.037 -0.135
2.236 0.714 -1.284
-0.066 -0.421 -0.008
-1.327 0.451 0.425
0.131 0.789 -2.367
0.142 -0.011 -0.697
-0.170 0.700 0.400
-0.185 1.179 0.182
-2.069 -1.521 -0.829
0.354 -0.192 0.531
-0.337 -1.031 -1.192
0.690 -0.017 0.450
-0.837 -0.148 -0.041
-0.135 -0.685 0.747
-0.342 -0.554 0.753
0.022 -0.551 -0.251
0.578 -0.073 0.273
0.161 0.477 0.192
0.221 0.055 -0.437
-0.606 -0.074 0.196
-0.352 0.358 0.608
-0.007 0.636 0.043
-0.013 -0.951 -0.445
0.699 0.190 1.033
-0.296 -0.105 0.451
0.289 0.119 0.390
0.848 -0.108 0.735
-0.113 0.480 0.158
-0.124 -0.100 0.326

***

- What is the E_tot in the first record?
  -2171.6933 Eh

***

- The lowest E_tot belongs to which entry?
  C12H22N2PbS4Se3Te

***

- Which value of E_tot does entry 2 give?
  -524.8288 Eh